17
Properties=species:S:1:pos:R:3:lowdin_charge:R:1 method="wB97M-V/def2-TZVPD" multiplicity=3 total_charge=+1 largest_force_ev_per_a=2.30 lumo_energy_ev="-2.9 / -4.8"
C -1.32238 0.29516 -0.17542 0.05
C 0.75418 0.98791 1.32933 -0.14
C -1.48144 -1.04540 -2.13232 -0.16
C 2.20709 1.15830 1.31544 -0.08
N -1.01810 -0.78566 -0.91473 -0.05
N -1.55068 -2.27172 -2.63199 0.15
N 0.09401 1.20997 2.40493 0.12
H -1.54066 1.17597 -0.79269 0.05
H -1.96083 -0.24177 -2.67828 0.15
H 2.66890 0.17580 1.21272 0.09
H 2.57008 1.63145 2.23231 0.08
H 2.51907 1.74247 0.45533 0.09
H -0.59405 -1.56252 -0.40849 0.16
H -2.01769 -2.45665 -3.50357 0.13
H -1.11115 -3.04921 -2.16154 0.13
H -0.91001 1.07494 2.42456 0.10
H 0.54122 1.52532 3.27354 0.13


11
Properties=species:S:1:pos:R:3:lowdin_charge:R:1 method="wB97M-V/def2-TZVPD" smiles="NCC(N)=O" total_charge=0 largest_force_ev_per_a=2.71 lumo_energy_ev=1.0
N 1.04737 -1.13847 0.64856 0.02
C 0.70380 -0.15511 -0.37096 -0.22
C -0.37789 0.78001 0.08985 -0.55
N -1.58681 0.57962 -0.47939 0.17
O -0.24970 1.40755 1.13070 0.03
H 0.60704 -0.89105 1.52149 0.07
H 2.04609 -1.18067 0.73043 0.06
H 0.38761 -0.72242 -1.25277 0.10
H 1.53946 0.48803 -0.67047 0.12
H -1.65540 -0.11926 -1.19475 0.09
H -2.46158 0.95177 -0.15269 0.11


66
Properties=species:S:1:pos:R:3:lowdin_charge:R:1 method="wB97M-V/def2-TZVPD" total_charge=0 largest_force_ev_per_a=5.02 lumo_energy_ev=0.0
Sr 0.60850 -0.55401 -0.10888 1.22
C 2.96623 -0.47060 -1.55346 -0.26
C 2.19160 0.18204 -2.70833 -0.13
O 0.97128 0.69690 -2.18293 -0.27
C -0.22379 0.47627 -2.92775 -0.15
C -0.72971 -0.97097 -2.89814 -0.16
O -1.13421 -1.40226 -1.58088 -0.31
C -1.01087 -2.83796 -1.49012 -0.17
C -0.79586 -3.33314 -0.05489 -0.25
O 0.43030 -2.91000 0.53607 -0.30
C 1.63798 -3.50599 0.07095 -0.14
C 2.67846 -2.39009 -0.10749 -0.20
O 2.33636 -1.71762 -1.30858 -0.26
H 2.92469 0.15639 -0.65649 -0.08
H 4.00669 -0.65118 -1.83955 0.15
H 2.01230 -0.53410 -3.51668 0.13
H 2.75989 1.02886 -3.10472 0.14
H -0.06476 0.80537 -3.96065 0.14
H -0.98631 1.12402 -2.48274 0.13
H 0.06214 -1.61524 -3.29351 0.12
H -1.60296 -1.06556 -3.55292 0.14
H -0.17716 -3.19757 -2.10155 0.12
H -1.93547 -3.26880 -1.88979 0.14
H -0.85073 -4.42675 -0.01473 0.15
H -1.59509 -2.93357 0.57804 -0.06
H 1.48336 -4.05354 -0.86443 0.13
H 1.97398 -4.20738 0.84063 0.14
H 3.68262 -2.81136 -0.21279 0.14
H 2.64790 -1.69380 0.73729 0.10
S 0.76242 4.37023 0.84220 1.11
C -0.90758 4.11725 0.55093 -0.48
C -1.96316 5.04462 0.57177 -0.08
C -3.25470 4.58395 0.29660 -0.10
C -3.48643 3.24269 0.00981 -0.09
C -2.42650 2.33028 -0.00768 -0.04
C -1.11639 2.77214 0.26679 -0.32
N 0.01807 1.98363 0.28350 0.00
C 1.10976 2.68456 0.57497 -0.47
C 2.53229 2.18604 0.68842 -0.22
C 3.60490 3.04392 1.00663 -0.07
C 4.92345 2.57447 1.11043 -0.10
C 5.21178 1.23000 0.89889 -0.08
C 4.18358 0.35230 0.58344 -0.14
C 2.87686 0.83032 0.48307 -0.22
H -1.78300 6.09163 0.79552 0.11
H -4.08716 5.28447 0.30727 0.10
H -4.49565 2.89782 -0.20243 0.10
H -2.60034 1.28228 -0.23062 0.07
H 3.45056 4.10515 1.18427 0.08
H 5.72456 3.26742 1.35790 0.09
H 6.23376 0.86936 0.98005 0.10
H 4.38356 -0.70114 0.41402 0.09
C -4.20207 -1.39492 0.42512 -0.32
Sb -2.32772 -1.17983 1.48417 1.26
C -3.14765 0.16623 2.96619 -0.32
C -2.63346 -2.95037 2.68926 -0.30
H -5.01890 -1.59426 1.14832 0.01
H -4.12723 -2.24057 -0.28906 0.00
H -4.42136 -0.45939 -0.12986 0.00
H -4.11637 -0.22830 3.33574 0.01
H -3.30642 1.16414 2.50816 -0.01
H -2.43822 0.25695 3.81393 0.01
H -3.66648 -2.95514 3.09317 0.02
H -1.90865 -2.95409 3.52886 0.02
H -2.47814 -3.85257 2.06246 0.00
H 0.63066 -0.13962 2.24679 -0.15


62
Properties=species:S:1:pos:R:3:lowdin_charge:R:1 method="wB97M-V/def2-TZVPD" total_charge=+1 largest_force_ev_per_a=4.37 lumo_energy_ev=-2.1
Pb 0.28645 -0.09614 0.17780 1.70
O 4.62212 1.62022 0.05869 0.08
C 4.04862 0.42049 -0.21234 -0.79
O 2.79343 0.39143 -0.16266 -0.18
O 4.79622 -0.54000 -0.51850 -0.01
H 5.41076 1.48023 -0.49416 0.12
C 1.86682 -2.61952 -1.90956 -0.62
O 1.28446 -2.44049 -0.85374 -0.05
N 1.26709 -3.08631 -3.04688 0.15
N 3.06454 -2.04627 -2.31701 0.16
H 0.29159 -3.33303 -3.00750 0.09
H 1.70847 -3.11488 -3.94350 0.09
H 3.63139 -1.56008 -1.62053 0.06
H 3.52290 -2.42378 -3.12396 0.10
C 0.66328 1.05054 -3.20409 -0.65
O -0.12604 0.54123 -2.37769 -0.13
N 0.30063 1.75716 -4.28100 0.18
N 1.98637 1.07481 -2.95320 0.21
H -0.69540 1.73583 -4.42868 0.11
H 0.92859 2.46485 -4.61513 0.12
H 2.36844 0.54818 -2.17784 0.07
H 2.63473 1.52570 -3.57379 0.12
C 1.54163 1.66411 3.10994 -0.65
O 0.72535 1.17070 2.32297 -0.12
N 2.69531 2.22298 2.71783 0.21
N 1.39950 1.50246 4.43635 0.17
H 3.01520 2.05128 1.77484 0.09
H 3.26250 2.71112 3.38617 0.11
H 1.94745 1.96903 5.13827 0.11
H 0.52778 1.12347 4.76239 0.09
C -0.20366 -2.52062 2.96063 -0.59
O -0.07192 -1.80587 1.96074 -0.11
N -0.53074 -3.84365 3.03372 0.17
N -0.62319 -1.90616 4.10193 0.15
H -0.52929 -4.28007 2.12393 0.12
H -1.05964 -4.19570 3.80390 0.10
H -0.89089 -2.42113 4.91788 0.10
H -0.76657 -0.91545 3.99154 0.09
C -2.28814 -1.99035 -1.77163 -0.66
O -1.64272 -1.27251 -1.01216 -0.11
N -2.22834 -1.86114 -3.11167 0.18
N -3.22283 -2.87435 -1.36117 0.17
H -1.70478 -1.07755 -3.46949 0.10
H -2.53720 -2.55354 -3.77016 0.11
H -3.37851 -2.95656 -0.37227 0.11
H -3.81699 -3.25472 -2.07471 0.11
C -3.01290 0.56717 1.69565 -0.65
O -2.05961 0.88960 0.99081 -0.07
N -3.29905 1.16355 2.88905 0.17
N -3.90019 -0.37666 1.31048 0.18
H -2.83304 1.94361 3.31302 0.11
H -3.78604 0.52606 3.49956 0.10
H -3.77218 -0.74380 0.38261 0.09
H -4.69970 -0.63470 1.85997 0.11
C -0.57505 3.40012 -0.53716 -0.67
O 0.39810 2.75401 -0.14210 -0.03
N -1.14141 4.38059 0.17578 0.16
N -1.30415 3.10530 -1.65363 0.18
H -1.99341 4.83978 -0.08937 0.10
H -1.00888 4.30925 1.17276 0.11
H -1.07879 2.30481 -2.21716 0.05
H -2.20855 3.53539 -1.66475 0.10


13
Properties=species:S:1:pos:R:3:lowdin_charge:R:1 method="wB97M-V/def2-TZVPD" total_charge=+1 largest_force_ev_per_a=5.51 lumo_energy_ev=-5.4
C 0.20596 0.21090 -0.11966 -0.30
C -1.49635 -1.27758 0.87863 -0.04
N -0.91883 -0.02242 0.44816 -0.02
N 1.20265 -0.52050 -0.43402 0.16
P 0.83930 2.69918 -0.74738 0.85
H -2.56457 -1.45453 0.64561 0.11
H -0.99680 -2.13286 0.34932 0.11
H -1.42091 -1.28500 1.99355 0.11
H -1.57760 0.72376 0.51507 0.14
H 1.33349 -1.40129 -0.03860 0.11
H 1.95534 -0.14255 -1.00590 0.12
H 1.24487 2.46552 -2.01589 -0.21
H 2.19347 2.13735 -0.46888 -0.12


37
Properties=species:S:1:pos:R:3:lowdin_charge:R:1 method="wB97M-V/def2-TZVPD" multiplicity=3 total_charge=+2 largest_force_ev_per_a=2.44 lumo_energy_ev="-7.9 / -8.7"
W 0.16837 -0.01237 0.55067 1.20
O 1.35397 -0.73754 4.45130 0.27
C 0.71691 -0.69883 3.34134 -0.39
O 1.10343 -0.02414 2.34832 -0.21
C -0.48445 -1.45975 3.12350 -0.15
C -1.14824 -2.31324 3.97646 0.08
C -2.28043 -2.98097 3.49944 0.02
C -2.68274 -2.82750 2.18676 0.07
C -1.95005 -1.97814 1.35211 -0.14
N -0.89124 -1.25284 1.84025 -0.01
C -2.04523 -1.72727 -0.03820 -0.36
O -2.90684 -2.13700 -0.92048 0.24
O -1.10242 -0.94713 -0.47128 -0.18
H 2.15797 -0.18706 4.46245 0.19
H -0.77797 -2.45263 4.98321 0.15
H -2.83242 -3.64386 4.15162 0.14
H -3.53864 -3.37293 1.81205 0.14
H -3.58398 -2.73140 -0.56471 0.16
O 2.06667 1.53990 -4.20174 -0.03
C 2.18262 2.27866 -3.00725 -0.20
C 1.18926 1.67028 -1.98643 -0.54
C -0.22449 1.92041 -2.52158 -0.17
O -1.13300 1.33283 -1.58408 -0.18
C 1.41370 2.45189 -0.68717 -0.42
Se 0.08353 2.34325 0.87631 0.79
C 1.42538 0.11665 -1.95340 -0.42
Se 2.25477 -0.72023 -0.30882 0.83
H 2.69764 1.85681 -4.85660 0.12
H 1.92781 3.33089 -3.16700 0.14
H 3.19497 2.21846 -2.59063 0.14
H -0.32597 1.46144 -3.50588 0.14
H -0.40811 2.99458 -2.60093 0.15
H -2.03368 1.49925 -1.88213 0.12
H 1.38401 3.51603 -0.92429 0.08
H 2.38132 2.23370 -0.24234 0.06
H 2.12682 -0.12137 -2.75235 0.08
H 0.52079 -0.43883 -2.18850 0.07


Please write out number 5 again, unchanged.
13
Properties=species:S:1:pos:R:3:lowdin_charge:R:1 method="wB97M-V/def2-TZVPD" total_charge=+1 largest_force_ev_per_a=5.51 lumo_energy_ev=-5.4
C 0.20596 0.21090 -0.11966 -0.30
C -1.49635 -1.27758 0.87863 -0.04
N -0.91883 -0.02242 0.44816 -0.02
N 1.20265 -0.52050 -0.43402 0.16
P 0.83930 2.69918 -0.74738 0.85
H -2.56457 -1.45453 0.64561 0.11
H -0.99680 -2.13286 0.34932 0.11
H -1.42091 -1.28500 1.99355 0.11
H -1.57760 0.72376 0.51507 0.14
H 1.33349 -1.40129 -0.03860 0.11
H 1.95534 -0.14255 -1.00590 0.12
H 1.24487 2.46552 -2.01589 -0.21
H 2.19347 2.13735 -0.46888 -0.12


Please write out number 4 again, unchanged.
62
Properties=species:S:1:pos:R:3:lowdin_charge:R:1 method="wB97M-V/def2-TZVPD" total_charge=+1 largest_force_ev_per_a=4.37 lumo_energy_ev=-2.1
Pb 0.28645 -0.09614 0.17780 1.70
O 4.62212 1.62022 0.05869 0.08
C 4.04862 0.42049 -0.21234 -0.79
O 2.79343 0.39143 -0.16266 -0.18
O 4.79622 -0.54000 -0.51850 -0.01
H 5.41076 1.48023 -0.49416 0.12
C 1.86682 -2.61952 -1.90956 -0.62
O 1.28446 -2.44049 -0.85374 -0.05
N 1.26709 -3.08631 -3.04688 0.15
N 3.06454 -2.04627 -2.31701 0.16
H 0.29159 -3.33303 -3.00750 0.09
H 1.70847 -3.11488 -3.94350 0.09
H 3.63139 -1.56008 -1.62053 0.06
H 3.52290 -2.42378 -3.12396 0.10
C 0.66328 1.05054 -3.20409 -0.65
O -0.12604 0.54123 -2.37769 -0.13
N 0.30063 1.75716 -4.28100 0.18
N 1.98637 1.07481 -2.95320 0.21
H -0.69540 1.73583 -4.42868 0.11
H 0.92859 2.46485 -4.61513 0.12
H 2.36844 0.54818 -2.17784 0.07
H 2.63473 1.52570 -3.57379 0.12
C 1.54163 1.66411 3.10994 -0.65
O 0.72535 1.17070 2.32297 -0.12
N 2.69531 2.22298 2.71783 0.21
N 1.39950 1.50246 4.43635 0.17
H 3.01520 2.05128 1.77484 0.09
H 3.26250 2.71112 3.38617 0.11
H 1.94745 1.96903 5.13827 0.11
H 0.52778 1.12347 4.76239 0.09
C -0.20366 -2.52062 2.96063 -0.59
O -0.07192 -1.80587 1.96074 -0.11
N -0.53074 -3.84365 3.03372 0.17
N -0.62319 -1.90616 4.10193 0.15
H -0.52929 -4.28007 2.12393 0.12
H -1.05964 -4.19570 3.80390 0.10
H -0.89089 -2.42113 4.91788 0.10
H -0.76657 -0.91545 3.99154 0.09
C -2.28814 -1.99035 -1.77163 -0.66
O -1.64272 -1.27251 -1.01216 -0.11
N -2.22834 -1.86114 -3.11167 0.18
N -3.22283 -2.87435 -1.36117 0.17
H -1.70478 -1.07755 -3.46949 0.10
H -2.53720 -2.55354 -3.77016 0.11
H -3.37851 -2.95656 -0.37227 0.11
H -3.81699 -3.25472 -2.07471 0.11
C -3.01290 0.56717 1.69565 -0.65
O -2.05961 0.88960 0.99081 -0.07
N -3.29905 1.16355 2.88905 0.17
N -3.90019 -0.37666 1.31048 0.18
H -2.83304 1.94361 3.31302 0.11
H -3.78604 0.52606 3.49956 0.10
H -3.77218 -0.74380 0.38261 0.09
H -4.69970 -0.63470 1.85997 0.11
C -0.57505 3.40012 -0.53716 -0.67
O 0.39810 2.75401 -0.14210 -0.03
N -1.14141 4.38059 0.17578 0.16
N -1.30415 3.10530 -1.65363 0.18
H -1.99341 4.83978 -0.08937 0.10
H -1.00888 4.30925 1.17276 0.11
H -1.07879 2.30481 -2.21716 0.05
H -2.20855 3.53539 -1.66475 0.10